1.
C23H25N5O4S4Y | ωB97M-V/def2-TZVPD

Values from the calculation:
total charge	-1
LUMO	2.50	eV
HOMO	-4.60	eV
orbital gap	7.10	eV

XYZ file:
```
62
C23H25N5O4S4Y, DFT ωB97M-V/def2-TZVPD
Y 0.16596 0.35599 0.50282
O -3.53253 2.26731 -0.88011
C -2.37685 1.90016 -0.78857
N -1.58653 1.88062 0.32351
C -1.86247 2.77115 1.33157
O -2.36864 3.86873 1.22815
C -1.46249 2.26360 2.70235
C -1.70102 3.05923 3.80920
C -1.45960 2.51906 5.06002
C -0.99258 1.21884 5.15072
C -0.73273 0.51677 3.98521
N -0.95834 1.03197 2.77550
C -1.70781 1.35224 -2.03968
C -2.50529 1.06653 -3.13585
C -1.89377 0.66483 -4.30659
C -0.51071 0.58721 -4.34151
C 0.19863 0.86796 -3.18749
N -0.37704 1.22880 -2.03811
H -2.08180 4.05709 3.65049
H -1.63816 3.10030 5.95641
H -0.79855 0.75126 6.10619
H -0.31425 -0.48158 3.99441
H -3.57416 1.17366 -3.02834
H -2.48342 0.42129 -5.18098
H 0.02171 0.29552 -5.23631
H 1.27954 0.80296 -3.19272
S 1.88688 2.46236 0.99032
S 3.35453 1.36358 2.00503
S 2.41527 0.14329 3.34516
S 1.43601 -1.35094 2.24638
C 4.73696 0.85846 -1.52855
C 4.49123 -0.65004 -1.40758
C 4.37434 -1.26969 -2.79656
C 5.64507 -1.28734 -0.64194
N 3.28614 -1.00397 -0.63718
N 2.09163 -0.34724 -1.04600
H 5.71068 1.03976 -1.98952
H 4.71580 1.33945 -0.55119
H 3.99964 1.35815 -2.16279
H 5.27649 -1.07363 -3.38024
H 3.53318 -0.84238 -3.34880
H 4.22393 -2.34725 -2.72374
H 6.58733 -1.13646 -1.17192
H 5.47515 -2.35754 -0.51791
H 5.73931 -0.83930 0.34996
H 3.40409 -0.77599 0.34559
H 1.63585 -0.90722 -1.75785
H 2.28085 0.58541 -1.40824
O -2.00614 -2.22494 -2.09589
C -1.87982 -1.90591 -0.92542
O -0.85125 -1.28735 -0.43692
C -2.98689 -2.18054 0.06927
C -2.86083 -1.87290 1.41707
C -3.91145 -2.10946 2.29367
C -5.09672 -2.65934 1.82769
C -5.22508 -2.97885 0.48157
C -4.17519 -2.74009 -0.39074
H -1.93899 -1.46307 1.80948
H -3.79931 -1.85793 3.34102
H -5.91748 -2.83858 2.51139
H -6.14625 -3.41026 0.10940
H -4.25205 -2.97375 -1.44433
```

2.
C23H25N7O4PSZn | ωB97M-V/def2-TZVPD

Values from the calculation:
total charge	-1
LUMO	1.33	eV
HOMO	-4.77	eV
orbital gap	6.10	eV

XYZ file:
```
62
C23H25N7O4PSZn, DFT ωB97M-V/def2-TZVPD
Zn 0.85238 1.00475 0.20686
C 5.30070 -1.45034 2.86347
C 4.95012 -0.23132 3.43229
C 3.70101 0.31613 3.18897
C 2.79314 -0.33945 2.35614
C 3.15070 -1.54865 1.77426
C 4.39552 -2.10149 2.03719
N 1.54431 0.25527 2.07219
C 0.69306 0.48489 3.04543
C 0.74644 -0.12019 4.35721
C -0.15455 0.21127 5.31388
C -1.18933 1.17262 5.08956
C -1.30889 1.74432 3.86524
C -0.39881 1.41423 2.82889
N -0.40198 1.97449 1.60324
N -1.16701 2.93169 1.28858
C -0.96338 3.33740 -0.05382
C -1.43713 4.58502 -0.44256
C -1.20137 4.99677 -1.74028
C -0.54276 4.14615 -2.61962
C -0.12083 2.91156 -2.15586
N -0.32409 2.52794 -0.89522
H 6.27921 -1.87633 3.04705
H 5.65614 0.29686 4.06204
H 3.41954 1.26990 3.62002
H 2.46081 -2.02537 1.08845
H 4.65916 -3.04994 1.58517
H 1.50822 -0.86489 4.54300
H -0.09703 -0.27389 6.28171
H -1.86743 1.43073 5.89185
H -2.08897 2.46014 3.64155
H -1.94701 5.20209 0.28401
H -1.52513 5.97832 -2.06391
H -0.35527 4.42998 -3.64528
H 0.40899 2.19637 -2.77931
O 1.59947 0.32636 -3.10698
S 2.01101 -0.08090 -1.77034
O 3.05626 -1.07642 -1.75243
O 2.41915 1.15060 -0.95949
O 0.73924 -0.58299 -1.00439
C -0.71445 -5.76491 -1.57655
N -1.22368 -4.42582 -1.84673
C -0.92223 -4.08257 -3.23289
N 0.48740 -4.20334 -3.58264
C 0.93692 -5.55023 -3.25984
N 0.70397 -5.94559 -1.87278
C 1.52180 -5.11714 -0.96494
P 1.22121 -3.25535 -1.02658
C -0.63697 -3.44197 -0.92441
C 1.29548 -3.18664 -2.89379
H -1.28030 -6.47483 -2.18879
H -0.88330 -5.99790 -0.52235
H -1.24324 -3.05654 -3.42132
H -1.49216 -4.76021 -3.87738
H 2.00671 -5.62062 -3.46855
H 0.40346 -6.25491 -3.90647
H 2.57632 -5.30013 -1.19387
H 1.34681 -5.46068 0.05983
H -1.07814 -2.46190 -1.11612
H -0.90293 -3.73286 0.09674
H 2.34347 -3.30390 -3.17555
H 0.98865 -2.19473 -3.22708
```

3.
C23H25NO6S | ωB97M-V/def2-TZVPD

Values from the calculation:
total charge	0
LUMO	0.17	eV
HOMO	-8.08	eV
orbital gap	8.25	eV

XYZ file:
```
56
C23H25NO6S, DFT ωB97M-V/def2-TZVPD
C -5.91457 -3.24971 -4.12200
S -4.19168 -3.77236 -4.36367
C -3.39889 -2.16014 -4.67218
C -3.39438 -1.24605 -3.45621
C -2.63919 -1.84206 -2.26285
N -3.07545 -1.21690 -1.03645
C -2.70211 -1.74658 0.15321
O -2.33189 -2.89055 0.30310
C -2.78417 -0.73560 1.29503
C -1.55232 0.12213 1.19056
C -0.35758 -0.18453 1.76185
C -0.14520 -1.46631 2.50312
C 0.73034 0.76103 1.65305
C 1.95276 0.59849 2.30765
C 2.93348 1.56264 2.16274
C 4.26633 1.73637 2.66139
C 4.70850 2.90983 2.14487
O 3.77588 3.51316 1.34807
C 2.69582 2.70233 1.35412
C 1.49753 2.89459 0.70106
C 0.52344 1.91649 0.86449
O -0.64600 2.12944 0.21429
C -1.68719 1.28106 0.31944
O -2.68351 1.52084 -0.34014
C 6.04218 3.52184 2.37700
C 6.68708 2.82777 3.58083
C 6.55381 1.30827 3.46896
C 5.08769 0.87754 3.56168
C -1.13109 -1.64966 -2.39361
O -0.47746 -0.94268 -1.67332
O -0.60150 -2.34933 -3.39710
H -6.51379 -4.15383 -4.13131
H -6.02480 -2.74860 -3.16487
H -6.21238 -2.59873 -4.93896
H -3.92053 -1.68802 -5.50557
H -2.38390 -2.40843 -4.97693
H -4.41972 -1.05463 -3.13401
H -2.95002 -0.28553 -3.73012
H -2.83547 -2.92040 -2.19559
H -3.17380 -0.20429 -1.06183
H -2.83035 -1.25527 2.24952
H -3.66660 -0.10820 1.16742
H -0.23124 -1.30479 3.57805
H 0.84628 -1.85840 2.29307
H -0.86849 -2.21406 2.19527
H 2.13403 -0.25888 2.93401
H 1.30175 3.75799 0.08832
H 6.66521 3.39151 1.48632
H 5.94038 4.59525 2.54942
H 6.19505 3.16207 4.49619
H 7.73978 3.10669 3.64229
H 6.96406 0.98478 2.51030
H 7.12881 0.82674 4.26135
H 4.73087 0.98297 4.59119
H 4.98024 -0.17309 3.28350
H 0.36061 -2.22226 -3.42990
```

4.
C23H26B3O3PS | ωB97M-V/def2-TZVPD

Values from the calculation:
total charge	0
LUMO	-0.43	eV
HOMO	-8.31	eV
orbital gap	7.87	eV

XYZ file:
```
57
C23H26B3O3PS, DFT ωB97M-V/def2-TZVPD
C -0.76562 -0.60147 2.40353
C -1.62155 0.22449 2.10184
B -2.58849 1.35287 1.55559
O -2.20822 2.72101 1.33536
B -2.23058 2.85651 -0.08430
C -0.99774 3.35990 -0.99888
C 0.35515 3.61508 -0.20428
C 0.91641 2.37467 0.61046
C 1.25092 1.09564 -0.24271
C 0.33215 0.38061 -1.17211
C 0.73975 -0.82934 -1.99557
C 2.13593 -1.32787 -1.85267
C 3.09165 -0.67377 -0.89562
C 2.64967 0.51291 -0.11536
O -3.47564 2.55622 -0.74160
B -4.23057 1.56904 -0.05782
P -5.87290 0.92401 -0.89237
S -6.26758 -0.94168 -0.37319
O -3.93114 1.01181 1.20850
H 0.15429 -1.15311 2.73276
H -0.86123 2.72046 -1.93290
H -1.32722 4.38134 -1.40262
H 1.15135 4.02405 -0.90428
H 0.13946 4.44755 0.54462
H 0.26843 2.10561 1.50940
H 1.90634 2.71682 1.06729
H -0.72927 0.71915 -1.30250
H -0.02320 -1.28343 -2.69995
H 2.44553 -2.20727 -2.48444
H 4.12324 -1.10866 -0.82740
H 3.39178 0.98383 0.59582
H -5.79253 0.94820 -2.31506
H -6.95040 1.75978 -0.41624
C -2.95413 -4.52163 -3.86103
C -2.52476 -5.40596 -4.84406
C -1.18121 -5.75339 -4.92924
C -0.26795 -5.22353 -4.02461
C -0.69803 -4.34204 -3.03929
C -2.04014 -3.98750 -2.95975
H -4.00145 -4.24834 -3.79686
H -3.23819 -5.82450 -5.54539
H -0.84574 -6.43799 -5.70018
H 0.77922 -5.49810 -4.08786
H 0.01429 -3.92985 -2.33223
H -2.37435 -3.29574 -2.19431
C 2.33659 1.95420 4.71027
C 2.76683 1.06960 3.72806
C 4.11020 0.72155 3.64465
C 5.02252 1.25115 4.55051
C 4.59167 2.13292 5.53507
C 3.24971 2.48800 5.61265
H 1.28902 2.22793 4.77269
H 2.05369 0.65114 3.02518
H 4.44642 0.03645 2.87396
H 6.06951 0.97614 4.48874
H 5.30305 2.54465 6.24252
H 2.91505 3.17988 6.37722
```